{
  "formula": "C44H49Cl2N4O8S2Ta",
  "method": "the ωB97M-V functional and the def2-TZVPD basis",
  "symbols": ["Ta", "C", "C", "C", "C", "C", "C", "C", "N", "C", "C", "C", "C", "C", "C", "C", "C", "C", "C", "N", "C", "C", "C", "N", "C", "C", "C", "C", "C", "C", "C", "C", "C", "C", "C", "C", "C", "C", "N", "C", "C", "H", "H", "H", "H", "H", "H", "H", "H", "H", "H", "H", "H", "H", "H", "H", "H", "H", "H", "H", "H", "H", "H", "H", "H", "H", "H", "H", "H", "H", "H", "H", "H", "H", "H", "H", "H", "H", "H", "H", "H", "H", "H", "H", "H", "O", "S", "O", "O", "C", "C", "C", "C", "C", "C", "S", "O", "O", "O", "H", "H", "H", "H", "Cl", "C", "Cl", "C", "O", "O", "H"],
  "positions_angstrom": [[0.028, -0.039, 0.097], [-5.803, -2.956, -0.486], [-4.827, -3.023, 0.687], [-3.936, -1.824, 0.758], [-4.086, -0.713, 1.532], [-5.134, -0.445, 2.564], [-4.678, -0.859, 3.965], [-2.981, 0.144, 1.220], [-2.179, -0.382, 0.227], [-2.754, -1.616, -0.022], [-2.264, -2.581, -0.876], [-1.177, -2.387, -1.691], [-0.736, -3.304, -2.699], [-1.335, -4.648, -2.968], [-2.580, -4.562, -3.850], [0.256, -2.667, -3.382], [0.416, -1.386, -2.760], [1.339, -0.448, -3.168], [1.526, 0.770, -2.568], [0.831, 1.216, -1.455], [1.421, 2.444, -1.193], [1.070, 3.282, -0.166], [0.024, 3.052, 0.696], [-0.763, 1.927, 0.669], [-1.705, 2.158, 1.648], [-2.752, 1.314, 1.911], [-1.486, 3.411, 2.307], [-0.401, 3.976, 1.711], [0.274, 5.267, 2.043], [1.498, 5.058, 2.933], [-2.346, 3.971, 3.393], [-3.604, 4.652, 2.855], [2.448, 2.768, -2.145], [2.508, 1.721, -3.013], [3.361, 1.483, -4.220], [2.639, 1.842, -5.519], [3.205, 4.060, -2.050], [4.315, 4.313, -3.058], [-0.456, -1.214, -1.715], [1.088, -3.189, -4.506], [2.367, -3.853, -3.992], [-6.418, -3.855, -0.537], [-5.270, -2.855, -1.433], [-6.464, -2.095, -0.393], [-4.225, -3.933, 0.621], [-5.380, -3.107, 1.625], [-6.043, -0.989, 2.297], [-5.412, 0.612, 2.555], [-4.492, -1.933, 4.008], [-5.433, -0.618, 4.714], [-3.747, -0.363, 4.241], [-2.789, -3.523, -0.937], [-1.577, -5.141, -2.024], [-0.583, -5.278, -3.447], [-3.338, -3.922, -3.397], [-3.019, -5.548, -4.008], [-2.336, -4.137, -4.824], [1.965, -0.697, -4.010], [1.629, 4.197, -0.044], [-3.443, 1.588, 2.694], [-0.443, 5.926, 2.539], [0.560, 5.784, 1.123], [1.201, 4.672, 3.909], [2.036, 5.994, 3.085], [2.181, 4.328, 2.501], [-1.758, 4.686, 3.972], [-2.618, 3.178, 4.094], [-3.344, 5.476, 2.190], [-4.209, 5.050, 3.670], [-4.219, 3.955, 2.285], [3.665, 0.434, -4.241], [4.286, 2.045, -4.143], [1.710, 1.280, -5.620], [3.261, 1.629, -6.388], [2.379, 2.902, -5.538], [3.629, 4.121, -1.042], [2.481, 4.879, -2.110], [5.131, 3.600, -2.945], [4.731, 5.308, -2.900], [3.957, 4.266, -4.086], [1.340, -2.379, -5.194], [0.501, -3.900, -5.092], [2.928, -3.174, -3.346], [3.008, -4.158, -4.819], [2.132, -4.737, -3.398], [2.980, 2.051, 2.008], [2.293, 0.931, 2.570], [1.738, 1.038, 3.886], [1.142, 0.509, 1.639], [3.354, -0.513, 2.583], [3.891, -0.791, 3.828], [4.703, -1.903, 4.024], [4.965, -2.758, 2.974], [4.425, -2.488, 1.722], [3.634, -1.372, 1.523], [3.051, -1.094, -0.127], [3.740, -1.956, -1.038], [3.139, 0.326, -0.319], [1.559, -1.453, -0.069], [3.646, -0.151, 4.663], [5.109, -2.099, 5.007], [5.583, -3.634, 3.118], [4.620, -3.138, 0.881], [-0.958, -4.491, 3.552], [-1.086, -2.741, 3.338], [-0.993, -1.888, 4.887], [0.037, -2.209, 2.423], [1.182, -2.538, 2.570], [-0.478, -1.411, 1.532], [-2.060, -2.528, 2.908]],
  "atomic_forces_ev_per_a": [[-1.76, -0.83, 0.50], [-0.05, -0.01, -0.06], [0.01, -0.03, 0.08], [0.07, 0.15, 0.10], [0.05, -0.13, -0.10], [-0.07, 0.00, -0.04], [0.01, -0.03, 0.02], [-0.02, 0.15, 0.05], [-0.50, -0.05, 0.05], [-0.03, -0.08, -0.21], [0.17, 0.22, -0.01], [-0.37, -0.09, 0.15], [0.08, 0.12, -0.04], [0.08, -0.03, 0.05], [-0.06, 0.00, -0.05], [-0.12, -0.01, 0.08], [0.14, 0.03, -0.04], [-0.04, 0.02, 0.12], [-0.13, -0.12, -0.17], [0.85, 0.10, -0.01], [-0.10, 0.16, 0.12], [-0.03, -0.12, -0.05], [0.08, 0.06, 0.03], [0.14, 0.21, 0.06], [-0.25, -0.19, 0.05], [0.21, 0.03, -0.16], [0.11, 0.03, -0.05], [-0.09, -0.11, -0.04], [-0.09, 0.09, -0.04], [0.07, -0.01, 0.05], [0.09, -0.01, 0.08], [-0.08, 0.05, -0.01], [-0.04, -0.13, -0.13], [-0.03, 0.08, 0.14], [0.07, -0.03, -0.02], [-0.02, 0.02, -0.04], [-0.02, 0.07, 0.08], [0.05, 0.00, -0.03], [0.33, -0.14, 0.05], [-0.04, -0.01, -0.09], [0.07, 0.00, 0.01], [-0.01, -0.01, 0.01], [0.02, -0.01, -0.01], [0.00, 0.02, 0.01], [0.01, 0.01, -0.02], [-0.02, 0.01, -0.01], [0.02, -0.01, 0.01], [0.03, 0.01, 0.01], [0.00, -0.02, -0.01], [-0.02, 0.01, 0.01], [0.02, 0.03, 0.01], [-0.01, -0.02, 0.01], [-0.01, 0.02, 0.00], [-0.01, 0.00, -0.02], [-0.01, 0.01, 0.02], [0.01, -0.02, 0.00], [0.02, 0.01, -0.01], [0.01, -0.01, -0.01], [0.01, 0.01, 0.02], [-0.02, -0.01, 0.02], [0.01, -0.01, 0.00], [0.02, -0.04, -0.01], [-0.01, -0.02, 0.01], [-0.02, 0.02, 0.01], [0.02, -0.01, -0.02], [-0.01, 0.01, -0.01], [-0.02, -0.01, -0.02], [0.02, 0.01, -0.01], [-0.01, 0.00, 0.01], [0.00, -0.02, -0.01], [-0.02, 0.00, 0.01], [-0.02, 0.02, 0.00], [-0.02, -0.02, 0.00], [0.02, 0.00, 0.00], [0.00, 0.01, 0.00], [0.01, -0.02, -0.01], [0.00, -0.01, -0.02], [0.01, -0.02, 0.01], [0.00, 0.01, 0.01], [-0.02, 0.00, -0.02], [0.00, 0.01, 0.02], [0.02, -0.03, 0.03], [0.00, 0.02, 0.00], [0.00, -0.02, -0.01], [-0.02, -0.01, 0.01], [0.11, 0.05, 0.14], [-0.33, -0.42, -0.35], [0.16, 0.15, -0.01], [0.61, 0.48, -0.06], [-0.04, 0.16, 0.27], [0.08, -0.12, 0.17], [-0.08, 0.11, 0.01], [-0.05, 0.02, -0.14], [0.10, -0.05, 0.04], [0.13, -0.20, -0.26], [-0.37, 0.41, 0.31], [-0.07, -0.20, 0.14], [0.64, 0.16, -0.19], [0.34, 0.40, -0.52], [-0.02, 0.04, -0.02], [0.00, 0.00, 0.01], [0.00, -0.02, -0.01], [0.00, -0.01, -0.02], [0.00, -0.01, -0.01], [-0.01, 0.02, -0.01], [-0.01, 0.06, 0.06], [0.08, -0.37, 0.17], [-0.07, 0.09, 0.00], [0.06, -0.12, -0.18], [0.03, -0.01, 0.00]],
  "e_tot_ha": -4301.05079,
  "gap_ev": 5.8,
  "charge": 0
}

***

{
  "formula": "C50H40BrClF4N2P3PbS2",
  "method": "the ωB97M-V functional and the def2-TZVPD basis",
  "symbols": ["Pb", "S", "P", "C", "P", "S", "C", "C", "C", "C", "C", "C", "C", "C", "C", "C", "C", "C", "C", "C", "C", "C", "C", "C", "C", "C", "C", "C", "C", "C", "H", "H", "H", "H", "H", "H", "H", "H", "H", "H", "H", "H", "H", "H", "H", "H", "H", "H", "H", "H", "F", "C", "C", "F", "C", "F", "C", "P", "C", "C", "C", "C", "C", "C", "C", "C", "C", "C", "C", "C", "C", "Br", "C", "F", "H", "H", "H", "H", "H", "H", "H", "H", "H", "H", "N", "N", "H", "H", "H", "H", "Cl", "C", "C", "C", "C", "C", "C", "C", "H", "H", "H", "H", "H", "H"],
  "positions_angstrom": [[0.309, -0.251, -0.814], [-2.013, 1.845, -1.048], [-0.173, 2.778, -1.684], [1.173, 1.815, -1.477], [2.265, 1.963, -0.161], [1.462, 1.228, 1.543], [2.985, 3.606, 0.029], [3.792, 4.095, -0.998], [4.358, 5.353, -0.891], [4.114, 6.128, 0.237], [3.308, 5.645, 1.256], [2.744, 4.379, 1.157], [3.645, 0.849, -0.550], [4.628, 0.629, 0.418], [5.632, -0.293, 0.190], [5.657, -1.020, -0.997], [4.684, -0.809, -1.959], [3.683, 0.133, -1.742], [-0.656, 2.864, -3.422], [0.143, 2.242, -4.376], [-0.204, 2.310, -5.718], [-1.344, 3.000, -6.103], [-2.135, 3.634, -5.153], [-1.792, 3.572, -3.813], [-0.120, 4.473, -1.095], [-0.833, 4.884, 0.023], [-0.701, 6.183, 0.489], [0.146, 7.067, -0.160], [0.858, 6.660, -1.282], [0.725, 5.366, -1.755], [3.983, 3.486, -1.875], [4.994, 5.730, -1.682], [4.559, 7.111, 0.322], [3.122, 6.249, 2.134], [2.120, 3.987, 1.951], [4.589, 1.169, 1.356], [6.391, -0.459, 0.942], [6.438, -1.749, -1.167], [4.698, -1.367, -2.887], [2.938, 0.318, -2.506], [1.046, 1.737, -4.051], [0.423, 1.838, -6.464], [-1.612, 3.056, -7.150], [-3.017, 4.182, -5.458], [-2.403, 4.075, -3.073], [-1.507, 4.201, 0.518], [-1.266, 6.502, 1.356], [0.251, 8.081, 0.204], [1.517, 7.352, -1.789], [1.279, 5.048, -2.631], [1.702, -6.617, 4.139], [1.092, -5.588, 3.574], [-0.235, -5.325, 3.861], [-0.901, -6.110, 4.694], [-0.857, -4.244, 3.258], [-2.147, -4.060, 3.530], [-0.194, -3.397, 2.378], [-1.028, -1.963, 1.581], [-2.371, -2.801, 0.676], [-2.204, -4.097, 0.190], [-3.155, -4.666, -0.645], [-4.282, -3.947, -1.014], [-4.453, -2.652, -0.543], [-3.503, -2.082, 0.291], [-1.808, -1.050, 2.954], [-3.097, -1.254, 3.442], [-3.603, -0.432, 4.437], [-2.826, 0.591, 4.962], [-1.540, 0.797, 4.488], [-1.039, -0.010, 3.478], [1.137, -3.702, 2.091], [2.161, -2.669, 0.885], [1.776, -4.776, 2.683], [3.048, -5.063, 2.420], [-1.331, -4.675, 0.472], [-3.018, -5.680, -0.999], [-5.027, -4.395, -1.658], [-5.332, -2.084, -0.817], [-3.666, -1.076, 0.661], [-3.705, -2.059, 3.051], [-4.606, -0.597, 4.809], [-3.227, 1.229, 5.739], [-0.929, 1.594, 4.893], [-0.042, 0.169, 3.088], [1.663, -2.066, -3.465], [0.405, -1.395, -3.337], [1.646, -2.735, -4.227], [1.842, -2.579, -2.609], [-0.385, -2.005, -3.533], [0.387, -0.634, -4.006], [-5.077, 1.447, 0.411], [-4.254, 2.436, 1.582], [-5.011, 3.234, 2.422], [-4.375, 4.015, 3.374], [-2.995, 3.988, 3.484], [-2.254, 3.183, 2.633], [-2.866, 2.403, 1.658], [-2.031, 1.507, 0.799], [-6.088, 3.234, 2.332], [-4.964, 4.639, 4.033], [-2.497, 4.585, 4.236], [-1.174, 3.137, 2.727], [-1.031, 1.491, 1.209], [-2.427, 0.492, 0.847]],
  "atomic_forces_ev_per_a": [[-0.03, -0.18, -0.06], [-0.09, -0.10, 0.47], [0.12, -0.02, -0.05], [-0.04, 0.25, 0.11], [0.05, 0.02, -0.14], [0.20, 0.10, -0.20], [0.02, -0.02, 0.04], [0.02, -0.03, 0.02], [0.00, 0.01, -0.01], [0.00, 0.02, 0.01], [-0.02, -0.02, 0.01], [-0.03, 0.02, -0.03], [0.02, 0.00, 0.02], [-0.01, 0.00, -0.01], [0.00, 0.00, 0.00], [0.00, 0.00, 0.01], [0.00, -0.01, 0.00], [0.00, 0.00, 0.01], [-0.01, 0.01, -0.02], [-0.01, 0.00, 0.00], [0.01, 0.00, -0.01], [-0.01, 0.01, 0.00], [0.01, 0.00, -0.01], [0.02, -0.03, 0.01], [0.00, -0.02, 0.04], [-0.04, -0.01, -0.03], [0.00, 0.04, 0.01], [0.01, -0.01, 0.01], [0.00, 0.01, -0.01], [0.05, -0.01, -0.01], [0.00, 0.00, 0.00], [0.00, 0.00, 0.00], [0.00, 0.00, 0.00], [0.00, 0.00, 0.00], [0.00, -0.01, 0.01], [0.00, 0.00, 0.00], [0.00, 0.00, 0.00], [0.00, 0.00, 0.00], [0.00, 0.00, -0.01], [-0.01, 0.00, 0.00], [0.00, 0.00, 0.01], [0.00, 0.00, 0.00], [0.00, 0.00, 0.00], [0.00, 0.00, 0.00], [0.00, 0.00, 0.01], [-0.01, 0.03, 0.00], [-0.01, 0.00, 0.01], [0.00, 0.01, 0.00], [0.00, 0.00, 0.00], [0.00, 0.00, 0.01], [0.01, -0.01, 0.01], [-0.01, 0.00, -0.01], [0.02, 0.04, -0.04], [-0.02, -0.01, 0.02], [0.06, 0.00, -0.03], [-0.06, 0.06, 0.04], [-0.04, -0.02, 0.01], [-0.10, -0.25, 0.44], [0.01, 0.01, -0.04], [0.01, -0.02, -0.01], [-0.01, 0.00, 0.01], [0.01, 0.01, 0.02], [-0.01, 0.00, 0.00], [-0.01, 0.04, -0.01], [-0.06, -0.05, 0.01], [0.00, -0.05, -0.05], [-0.01, 0.03, 0.01], [0.02, 0.00, 0.02], [0.00, -0.13, 0.06], [0.07, -0.09, 0.16], [0.00, 0.07, 0.06], [0.15, 0.03, -0.07], [-0.01, -0.01, 0.01], [0.00, 0.02, -0.02], [-0.02, 0.00, -0.03], [0.00, 0.00, 0.00], [0.00, 0.00, 0.00], [-0.01, 0.00, 0.00], [-0.04, -0.05, -0.02], [-0.02, -0.01, -0.02], [-0.01, 0.00, 0.00], [-0.01, 0.01, 0.01], [0.01, 0.00, 0.01], [-0.16, -0.09, 0.15], [-0.02, 0.00, -0.01], [0.02, 0.06, -0.10], [0.00, 0.00, 0.01], [-0.01, 0.01, 0.00], [-0.01, 0.00, 0.00], [-0.01, -0.01, -0.02], [-0.01, -0.04, -0.02], [-0.08, 0.05, 0.00], [-0.04, -0.05, -0.03], [-0.06, 0.02, 0.02], [0.12, -0.01, -0.03], [0.01, 0.13, 0.04], [-0.07, 0.06, -0.17], [-0.29, 0.06, -0.25], [0.00, 0.00, -0.01], [-0.01, 0.00, 0.00], [0.01, 0.00, 0.00], [0.01, 0.05, -0.03], [0.40, 0.02, -0.19], [0.03, 0.07, -0.09]],
  "e_tot_ha": -7485.61738,
  "gap_ev": 7.3,
  "charge": 1
}

***

{
  "formula": "C2H3NO2",
  "method": "the ωB97M-V functional and the def2-TZVPD basis",
  "symbols": ["N", "C", "O", "C", "O", "H", "H", "H"],
  "positions_angstrom": [[-0.197, 0.104, 1.192], [0.543, 0.198, 0.067], [1.713, 0.522, -0.003], [-0.218, -0.170, -1.206], [-1.052, -1.041, -1.232], [0.230, 0.252, 2.094], [-1.137, -0.252, 1.147], [0.089, 0.399, -2.101]],
  "atomic_forces_ev_per_a": [[0.05, 0.01, 0.06], [0.20, 0.02, 0.20], [-0.37, -0.01, -0.01], [-0.33, -0.31, -0.12], [0.29, 0.48, 0.03], [0.02, 0.00, -0.15], [0.08, -0.06, -0.03], [0.07, -0.13, 0.02]],
  "smiles": "NC(=O)C=O",
  "e_tot_ha": -283.24747,
  "gap_ev": 10.1,
  "charge": 0
}

***

Maximum force (Eh/bohr)
0.039, 0.010, 0.011